Formula: C5H10O3
Source: the OMol25 dataset
Level of theory: ωB97M-V/def2-TZVPD

Output
* energy above the lowest of the compared OMol25 structures with the same formula, charge and spin: 136.33 kcal per mole
* DFT total energy: -422.0393 hartree
* charge: 0
* LUMO level (alpha / beta): -0.0660 / -0.0488 hartree

Last column: Löwdin charge in e.
Atoms and positions in Å:
1 C 0.25 2.30 -0.31  0.032
2 C 0.89 0.53 0.15  -0.547
3 O 1.56 0.24 -1.01  0.044
4 O 1.33 0.62 1.28  0.098
5 H 2.25 0.92 -1.11  0.130
6 H 1.26 2.69 -0.15  0.047
7 H -0.43 2.67 0.45  0.050
8 H -0.10 2.41 -1.33  0.050
9 C -0.88 -1.10 1.48  -0.011
10 C -0.41 -1.67 -0.98  -0.006
11 C -0.58 -0.60 0.08  -0.487
12 O -1.14 0.53 -0.29  0.037
13 H 0.42 -2.34 -0.73  0.095
14 H -1.33 -2.27 -1.03  0.098
15 H -0.08 -1.76 1.82  0.094
16 H -1.82 -1.66 1.47  0.095
17 H -0.96 -0.27 2.17  0.093
18 H -0.23 -1.23 -1.95  0.089

Formula: C5H10O3
Source: the OMol25 dataset
Level of theory: ωB97M-V/def2-TZVPD

Output
* energy above the lowest of the compared OMol25 structures with the same formula, charge and spin: 83.02 kcal per mole
* DFT total energy: -422.1243 hartree
* charge: 0
* LUMO level: 0.0295 hartree

Last column: Löwdin charge in e.
Atoms and positions in Å:
1 C -1.00 0.82 -0.17  -0.284
2 C 1.42 0.12 -0.26  -0.173
3 C -1.30 1.07 1.30  -0.018
4 C 2.39 -1.04 -0.45  -0.097
5 C -0.03 -0.33 -0.38  -0.347
6 O -2.10 0.38 -1.05  -0.133
7 O -2.89 -0.63 -0.44  -0.030
8 O -0.34 -1.50 -0.45  0.106
9 H -2.39 -1.44 -0.61  0.088
10 H -0.68 1.73 -0.68  0.156
11 H 1.56 0.58 0.72  0.119
12 H 1.60 0.89 -1.02  0.122
13 H -2.13 1.76 1.38  0.091
14 H -0.42 1.46 1.80  0.082
15 H -1.59 0.13 1.78  0.090
16 H 2.23 -1.79 0.32  0.077
17 H 2.24 -1.51 -1.42  0.079
18 H 3.42 -0.69 -0.37  0.071

Formula: C5H10O3
Source: the OMol25 dataset
Level of theory: ωB97M-V/def2-TZVPD

Output
* energy above the lowest of the compared OMol25 structures with the same formula, charge and spin: 110.85 kcal per mole
* DFT total energy: -422.0799 hartree
* charge: 0
* LUMO level: 0.0110 hartree

Last column: Löwdin charge in e.
Atoms and positions in Å:
1 C -0.35 -1.00 0.27  -0.467
2 C -0.67 0.09 -0.53  -0.088
3 C -2.10 0.60 -0.62  -0.418
4 C 0.75 0.72 0.70  -0.072
5 C 2.07 0.73 -0.02  -0.115
6 O -2.44 -0.33 -1.54  -0.214
7 O 0.48 -1.99 -0.09  0.135
8 O -1.03 -1.27 1.38  0.146
9 H 0.59 -1.98 -1.06  0.148
10 H -0.79 -2.15 1.69  0.147
11 H -0.12 0.20 -1.45  0.140
12 H -2.60 0.54 0.36  0.108
13 H -2.12 1.66 -0.95  0.106
14 H 0.81 0.30 1.70  0.103
15 H 0.25 1.68 0.76  0.109
16 H 1.99 1.21 -1.00  0.079
17 H 2.81 1.28 0.56  0.081
18 H 2.46 -0.28 -0.16  0.073

Formula: C5H10O3
Source: the OMol25 dataset
Level of theory: ωB97M-V/def2-TZVPD

Output
* energy above the lowest of the compared OMol25 structures with the same formula, charge and spin: 48.06 kcal per mole
* DFT total energy: -422.1800 hartree
* charge: 0
* LUMO level: 0.0266 hartree

Last column: Löwdin charge in e.
Atoms and positions in Å:
1 C -1.82 1.17 0.51  -0.059
2 C -0.88 2.13 0.54  -0.064
3 C -0.31 -0.86 0.44  -0.525
4 O 0.42 -0.47 1.52  0.076
5 O -1.09 -1.77 0.50  0.096
6 H 0.11 -0.94 2.30  0.134
7 H -2.21 0.73 1.42  0.072
8 H -2.36 0.93 -0.40  0.077
9 H 0.91 1.21 -0.05  0.107
10 H -0.53 2.52 1.48  0.067
11 H -0.73 2.77 -0.32  0.069
12 C 1.60 -1.58 -1.05  -0.029
13 C 0.51 -0.51 -0.94  -0.366
14 O 1.00 0.77 -0.98  -0.054
15 H -0.23 -0.63 -1.73  0.144
16 H 1.16 -2.57 -1.02  0.086
17 H 2.31 -1.48 -0.22  0.086
18 H 2.15 -1.44 -1.98  0.083

Formula: C5H10O3Tl
Source: the OMol25 dataset
Level of theory: ωB97M-V/def2-TZVPD

Output
* DFT total energy: -593.2383 hartree
* charge: +3
* LUMO level: -0.6934 hartree

Last column: Löwdin charge in e.
Atoms and positions in Å:
1 C -0.76 1.61 1.60  0.037
2 C 0.33 0.54 1.64  0.035
3 C -0.34 -0.98 1.17  0.029
4 O 0.44 -1.49 0.23  0.167
5 C -0.16 -1.79 -1.03  -0.041
6 O 0.57 -1.36 -2.15  0.119
7 C 0.73 -0.02 -2.38  -0.373
8 O 0.43 0.37 -3.44  0.031
9 H -0.88 2.04 0.61  0.106
10 H -1.75 1.27 1.94  0.138
11 H -0.37 2.42 2.29  0.204
12 H 1.12 0.78 0.92  0.127
13 H 0.81 0.43 2.62  0.158
14 H -1.41 -0.94 0.94  0.174
15 H -0.19 -1.60 2.12  0.264
16 H -1.23 -1.53 -1.13  0.204
17 H -0.10 -2.92 -1.11  0.256
18 H 1.17 0.67 -1.65  0.063
19 Tl 1.57 2.51 -3.19  1.303

Formula: C5H10O3V
Source: the OMol25 dataset
Level of theory: ωB97M-V/def2-TZVPD

Output
* energy above the lowest of the compared OMol25 structures with the same formula, charge and spin: 4.83 kcal per mole
* <S²>: 6.013
* multiplicity: 5
* DFT total energy: -1365.8757 hartree
* charge: +1
* LUMO level (alpha / beta): -0.1511 / -0.1846 hartree

Last column: Löwdin charge in e.
Atoms and positions in Å:
1 C -2.07 -1.61 -0.23  -0.293
2 O -1.72 -0.75 -1.26  -0.332
3 C -1.74 -1.02 1.15  -0.130
4 O -0.36 -0.65 1.15  -0.094
5 C -0.04 0.66 1.26  -0.110
6 C 1.38 0.97 0.97  -0.139
7 O 1.57 0.81 -0.46  -0.371
8 C 2.91 1.01 -0.91  -0.029
9 V -0.10 0.16 -1.26  1.153
10 H -1.54 -2.59 -0.31  0.132
11 H -3.15 -1.83 -0.22  0.138
12 H -1.88 -1.77 1.95  0.146
13 H -2.37 -0.14 1.34  0.138
14 H -0.75 1.36 1.71  0.146
15 H 2.07 0.27 1.47  0.156
16 H 1.62 2.00 1.24  0.151
17 H 2.91 0.91 -2.00  0.108
18 H 3.24 2.02 -0.64  0.114
19 H 3.57 0.26 -0.46  0.115

Formula: C5H10O3Yb
Source: the OMol25 dataset
Level of theory: ωB97M-V/def2-TZVPD

Output
* energy above the lowest of the compared OMol25 structures with the same formula, charge and spin: 0.00 kcal per mole
* DFT total energy: -1580.8854 hartree
* charge: 0
* LUMO level: -0.0157 hartree

Last column: Löwdin charge in e.
Atoms and positions in Å:
1 O -1.60 2.34 -0.66  -0.399
2 C -1.40 3.36 -1.48  -0.454
3 C -0.57 3.37 -2.55  -0.059
4 O 1.34 -0.01 -0.55  -0.406
5 C 1.58 -1.37 -0.46  -0.364
6 C 1.12 -1.92 0.88  -0.205
7 O -0.20 -1.41 1.12  -0.352
8 C -0.82 -1.89 2.30  -0.084
9 Yb -0.40 0.72 0.23  1.400
10 H -2.02 4.26 -1.30  0.089
11 H -0.43 4.29 -3.11  0.024
12 H -0.18 2.43 -2.97  0.033
13 H 2.66 -1.61 -0.56  0.115
14 H 1.06 -1.93 -1.26  0.113
15 H 1.77 -1.58 1.70  0.130
16 H 1.09 -3.02 0.89  0.130
17 H -1.78 -1.36 2.40  0.092
18 H -1.00 -2.97 2.21  0.100
19 H -0.19 -1.69 3.18  0.099

Formula: C5H10O4
Source: the OMol25 dataset
Level of theory: ωB97M-V/def2-TZVPD

Output
* energy above the lowest of the compared OMol25 structures with the same formula, charge and spin: 18.32 kcal per mole
* DFT total energy: -497.4792 hartree
* charge: 0
* LUMO level: 0.0235 hartree

Last column: Löwdin charge in e.
Atoms and positions in Å:
1 C -1.91 0.22 0.04  -0.436
2 C -0.42 0.62 -0.08  -0.284
3 C -0.16 1.46 -1.32  -0.016
4 C 2.15 -1.06 1.31  0.028
5 C 1.63 -0.63 -0.03  -0.505
6 O 0.26 -0.65 -0.07  -0.034
7 O -2.32 -0.50 -1.07  0.028
8 O -2.12 -0.47 1.24  0.022
9 O 2.30 -0.33 -0.98  0.144
10 H -1.55 -1.25 1.24  0.098
11 H -1.68 -1.21 -1.22  0.105
12 H -2.55 1.11 0.09  0.165
13 H -0.13 1.17 0.82  0.158
14 H 0.91 1.56 -1.49  0.074
15 H -0.60 0.98 -2.20  0.091
16 H -0.60 2.44 -1.19  0.090
17 H 3.24 -1.01 1.32  0.089
18 H 1.74 -0.41 2.07  0.091
19 H 1.83 -2.07 1.52  0.092